{"formula": "C26H30N4O4", "method": "wB97M-V/def2-TZVPD", "de_lowest_kcal_mol": 2.8, "charge": 0, "smiles": "CC(=O)Nc1ccc(NC(=O)C2CCN(C(=O)[C@@H]3CC(=O)N(c4ccc(C)cc4)C3)CC2)cc1", "lumo_energy_ev": 0.559, "symbols": ["C", "C", "O", "N", "C", "C", "C", "C", "N", "C", "O", "C", "C", "C", "N", "C", "O", "C", "C", "C", "O", "N", "C", "C", "C", "C", "C", "C", "C", "C", "C", "C", "C", "C", "H", "H", "H", "H", "H", "H", "H", "H", "H", "H", "H", "H", "H", "H", "H", "H", "H", "H", "H", "H", "H", "H", "H", "H", "H", "H", "H", "H", "H", "H"], "coordinates": [[-5.18104, -3.36559, 0.44029], [-3.69404, -3.42843, 0.73025], [-3.23366, -3.95437, 1.71614], [-2.95334, -2.82324, -0.24480], [-1.56738, -2.65334, -0.32140], [-0.69759, -3.03192, 0.69823], [0.65591, -2.79669, 0.57177], [1.17275, -2.18047, -0.56391], [2.55408, -1.92989, -0.61750], [3.15709, -0.92950, -1.30508], [2.57531, -0.20973, -2.09314], [4.67204, -0.77326, -1.09509], [5.01418, 0.70885, -1.29414], [4.49290, 1.52407, -0.08753], [3.77700, 0.67253, 0.83196], [2.44173, 0.60886, 1.04786], [1.97584, -0.19982, 1.83227], [1.55095, 1.58967, 0.30067], [1.41860, 2.93774, 1.00989], [-0.01888, 3.37192, 0.73915], [-0.44318, 4.49334, 0.89700], [-0.71049, 2.27861, 0.32060], [-2.07563, 2.21635, 0.01546], [-2.80121, 3.36415, -0.30070], [-4.14071, 3.27444, -0.62038], [-4.80072, 2.05115, -0.64238], [-6.25876, 1.97560, -0.98134], [-4.07242, 0.91497, -0.32233], [-2.73070, 0.98612, 0.00396], [0.10581, 1.08167, 0.27571], [4.61789, -0.36784, 1.39030], [5.22879, -1.22086, 0.25822], [0.30991, -1.83331, -1.59844], [-1.04552, -2.06449, -1.47112], [-5.51882, -2.33107, 0.46267], [-5.71517, -3.92566, 1.20197], [-5.40026, -3.78811, -0.53799], [-3.45991, -2.44034, -1.03148], [-1.08832, -3.49792, 1.58657], [1.31762, -3.07254, 1.37886], [3.07462, -2.37857, 0.12127], [5.14607, -1.35728, -1.89254], [4.54225, 1.05298, -2.21377], [6.09274, 0.82776, -1.39566], [5.33542, 1.95862, 0.46270], [3.85816, 2.34227, -0.41672], [1.90258, 1.71404, -0.72490], [2.11922, 3.69895, 0.67017], [1.53307, 2.82584, 2.09130], [-2.31305, 4.32369, -0.28615], [-4.68609, 4.17500, -0.86309], [-6.85765, 2.32335, -0.13925], [-6.48801, 2.60925, -1.83595], [-6.55552, 0.95486, -1.21136], [-4.56342, -0.04872, -0.31983], [-2.20347, 0.08157, 0.26142], [-0.10104, 0.50912, -0.63021], [-0.07234, 0.44467, 1.15121], [5.40662, 0.09986, 1.98791], [3.99064, -0.96244, 2.05631], [5.06079, -2.28501, 0.43183], [6.31090, -1.07787, 0.23031], [0.69605, -1.36950, -2.49008], [-1.70962, -1.77454, -2.27372]]}